Below is one molecule with the formula C6H11N, with properties calculated with wB97M-V/def2-TZVPD.

Bonds (Å) are listed after each position.
Geometry (Å):
1 C -0.893 0.658 0.352  C2 1.280, C4 1.545, H8 1.222
2 C -2.068 0.750 -0.148  C1 1.280, N3 1.382, H9 1.144
3 N -2.497 1.723 -1.030  C2 1.382, H10 0.992, H11 1.035
4 C -0.369 -0.452 1.292  C1 1.545, C5 1.582, H12 1.156, H13 1.093
5 C 1.072 -0.959 0.883  C4 1.582, C6 1.310, H14 1.139
6 C 1.820 -0.404 -0.038  C5 1.310, C7 1.497, H15 1.114
7 C 2.770 -1.233 -0.844  C6 1.497, H16 1.120, H17 1.112, H18 1.166
8 H -0.055 1.533 0.192  C1 1.222
9 H -2.738 -0.175 -0.082  C2 1.144
10 H -2.567 1.304 -1.927  N3 0.992
11 H -1.744 2.393 -1.265  N3 1.035
12 H -1.003 -1.411 1.175  C4 1.156
13 H -0.438 -0.098 2.323  C4 1.093
14 H 1.203 -2.056 1.161  C5 1.139
15 H 2.010 0.693 -0.079  C6 1.114
16 H 2.966 -0.836 -1.873  C7 1.120
17 H 3.806 -1.428 -0.491  C7 1.112
18 H 2.042 -2.141 -0.906  C7 1.166

SMILES   C/C=C/C/C=C/N
Gap between HOMO and LUMO   9.8001 eV
ΔE to the lowest compared entry with this formula, charge and spin   296.6 kJ/mol
Calculated total energy   -7887.458 eV
Charge   0

Results of the natural (NBO) charge analysis, in e, for atoms 1 through 6: -0.23, -0.03, -0.81, -0.45, -0.17, -0.21